DFT (ωB97M-V/def2-TZVPD) results for a structure of composition C24H54N2O24S6 in a non-equilibrium geometry.

Molar mass, g/mol: 947.1
F_max, eV/Å: 17.06
Energy relative to the best compared isomer or geometry (same formula, charge and spin), kJ/mol: 3815.5
Total charge: 0
Calculated total energy, a.u.: -5249.4628
Orbital gap, Ha: 0.2425

Geometry (Å):
C 1.68720 6.30402 0.68728
C 0.71336 5.65617 -0.34772
N 0.01220 4.48203 0.20562
C -0.70119 3.71550 -0.84680
C 0.27793 3.01984 -1.76653
C -0.87131 4.83481 1.31606
C -0.87793 3.63757 2.33771
H 2.25320 7.06718 0.15312
H 2.32385 5.62009 1.24855
H 1.06315 6.82316 1.41472
H 0.00305 6.42613 -0.64897
H 1.28860 5.39585 -1.23622
H -1.32934 3.03059 -0.27724
H -1.35917 4.33092 -1.46034
H 0.52824 3.73558 -2.54958
H 1.08714 2.51260 -1.24118
H -0.19037 2.15806 -2.24207
H -1.85752 5.02758 0.89377
H -0.63640 5.74967 1.86007
H 0.06648 3.46150 2.85266
H -1.14830 2.75082 1.76439
H -1.73695 3.75369 2.99856
C -0.12723 -3.26289 0.83852
C -1.10913 -3.28748 -0.30060
N -2.50861 -3.46039 0.21611
C -3.08418 -2.40740 1.06660
C -2.89690 -0.96072 0.49825
C -2.65775 -4.83425 0.73571
C -4.11510 -5.24282 0.78172
H -0.15158 -2.48322 1.59984
H 0.82305 -3.16825 0.31305
H 0.06156 -4.27244 1.20363
H -1.05101 -2.43105 -0.97237
H -0.94907 -4.15532 -0.94040
H -4.16492 -2.50861 1.16577
H -2.72589 -2.44863 2.09520
H -1.87989 -0.70587 0.20020
H -3.60145 -0.64184 -0.26989
H -3.11969 -0.30992 1.34378
H -2.25561 -4.72199 1.74257
H -2.12823 -5.62341 0.20190
H -4.65704 -4.62352 1.49647
H -4.21329 -6.25408 1.17645
H -4.59706 -5.18191 -0.19403
C 1.54530 2.34813 -3.38065
C 2.30152 2.45452 -4.70935
O 3.67216 2.59208 -4.27683
S 3.72248 3.56307 -2.92239
O 3.34324 4.93270 -3.29481
O 4.77426 3.22453 -1.98986
O 2.36225 2.82679 -2.38682
H 1.15537 1.34181 -3.22772
H 0.64714 2.96386 -3.42861
H 1.96613 3.31047 -5.29499
H 2.16626 1.56065 -5.31830
C 0.77002 0.25266 1.00012
C -0.58638 0.78328 0.55068
O -0.76468 0.65765 -0.82457
S 0.49219 -0.17094 -1.52497
O 1.06826 0.49909 -2.71756
O 0.19880 -1.63121 -1.55432
O 1.46261 0.10104 -0.20720
H 0.69488 -0.67161 1.57298
H 1.21436 1.10018 1.52202
H -0.70859 1.77251 0.99182
H -1.42451 0.27488 1.02731
C 0.67421 -3.15723 -3.79907
C -0.34958 -1.93919 -3.69972
O -1.29844 -2.24721 -4.70830
S -0.58484 -2.91227 -6.06562
O -0.27361 -1.82006 -6.97331
O -1.34833 -4.06277 -6.54223
O 0.78528 -3.34084 -5.17302
H 0.20543 -4.05978 -3.40696
H 1.64802 -2.88742 -3.39044
H 0.12362 -1.00511 -4.00252
H -0.72200 -1.72759 -2.69740
C -2.17629 -0.17093 3.50677
C -2.95384 0.89028 2.79735
O -1.92482 1.78509 2.45093
S -0.61272 1.90065 3.49150
O -0.77449 3.12272 4.34796
O 0.62757 1.63851 2.78482
O -1.26473 0.55040 4.24868
H -1.75909 -0.85876 2.77129
H -2.77801 -0.76429 4.19522
H -3.63336 1.40401 3.47738
H -3.50660 0.54021 1.92557
C 1.81226 -0.15132 4.59871
C 1.26258 -1.32769 5.37394
O 1.04748 -2.32486 4.42528
S 0.88036 -1.72688 2.89033
O -0.51328 -1.19398 2.71938
O 1.37918 -2.62587 1.84568
O 1.91183 -0.50408 3.21564
H 2.73997 0.12348 5.10061
H 1.19411 0.74646 4.59851
H 0.26167 -1.04081 5.69643
H 2.00745 -1.65389 6.09979
C 2.67444 -1.88367 -0.18194
C 3.41637 -2.20138 -1.46203
O 2.44881 -2.81998 -2.20170
S 1.68851 -3.94289 -1.24652
O 2.55812 -5.07966 -1.11302
O 0.33832 -4.10493 -1.64812
O 1.73523 -2.91835 0.03904
H 2.04625 -0.99996 -0.29399
H 3.39447 -1.66113 0.60555
H 4.29416 -2.80767 -1.23845
H 3.75835 -1.37288 -2.08232

Atoms 1-6, force components in eV/Å:
-1.23 0.16 -0.54
0.82 -0.28 1.01
0.64 0.79 -0.69
0.46 -0.02 1.51
-4.43 0.76 3.52
0.35 -1.20 0.16

These are the Mulliken partial charges, in e, on atoms 1 to 6: atom 1 (C): -1.416, atom 2 (C): -0.253, atom 3 (N): 0.900, atom 4 (C): -1.964, atom 5 (C): -1.149, atom 6 (C): -1.813



DFT (ωB97M-V/def2-TZVPD) results for a cluster of 4 separate species, C24H55N3O4 in total in a non-equilibrium geometry.

Molar mass, g/mol: 449.7
F_max, eV/Å: 4.05
Energy relative to the best compared isomer or geometry (same formula, charge and spin), kJ/mol: 341.3
Total charge: +2
Calculated total energy, a.u.: -1411.9671
Orbital gap, Ha: 0.3866

Geometry (Å):
C 1.34090 1.18224 2.58107
C 0.53259 0.11086 1.80925
C 0.51621 -1.28588 2.54484
N -0.51150 -2.38026 2.12555
C -0.13736 -3.75284 2.87934
C 1.09895 -4.40936 2.27155
C 1.03190 -4.55841 0.70716
C 0.74324 -3.16898 0.04668
C -0.52802 -2.55830 0.58673
C -1.87932 -1.84508 2.70947
H 2.35950 0.87934 2.82357
H 0.88444 1.37024 3.55288
H 1.39993 2.18270 2.15248
H 0.81294 -0.08756 0.77478
H -0.47246 0.50740 1.66523
H 0.26404 -1.05619 3.58009
H 1.50262 -1.74510 2.47992
H -0.02296 -3.54203 3.94262
H -1.00762 -4.38044 2.68734
H 1.99351 -3.89270 2.61928
H 1.26088 -5.40005 2.69629
H 1.89487 -5.07512 0.28715
H 0.21620 -5.27089 0.58428
H 1.64623 -2.58181 0.21383
H 0.73347 -3.20777 -1.04258
H -0.54934 -1.51432 0.27407
H -1.47362 -3.05259 0.36396
H -2.14523 -0.99239 2.08472
H -1.80385 -1.67892 3.78408
H -2.51562 -2.72537 2.61830
C 3.70790 -1.45107 0.55250
C 3.12877 -0.27919 -0.21445
C 1.88037 -0.67055 -1.02469
N 1.39911 0.46420 -2.00948
C 2.27886 0.46446 -3.22120
C 2.05438 -0.74232 -4.18431
C 0.51430 -1.03754 -4.51188
C -0.37687 -0.93980 -3.30015
C -0.09758 0.32834 -2.42055
C 1.52241 1.85148 -1.33053
H 4.69316 -1.24371 0.97008
H 3.68034 -2.40894 0.03306
H 3.05924 -1.67607 1.39909
H 3.92782 0.01860 -0.89337
H 2.91031 0.44534 0.57005
H 0.98661 -0.68480 -0.40093
H 1.97209 -1.62697 -1.53942
H 3.32949 0.53580 -2.93976
H 1.97391 1.29664 -3.85569
H 2.45796 -1.62716 -3.69209
H 2.61028 -0.51648 -5.09429
H 0.27786 -1.96195 -5.03881
H 0.26588 -0.19936 -5.16291
H -0.13399 -1.79727 -2.67257
H -1.43090 -1.03207 -3.56205
H -0.63709 0.39747 -1.47596
H -0.26097 1.06363 -3.20842
H 1.33260 2.65378 -2.04355
H 2.53368 2.01428 -0.95779
H 0.80094 1.91818 -0.51621
C -3.61362 3.40936 1.86101
N -2.39825 3.56308 0.95784
C -2.27838 5.05205 0.63976
C -1.12877 3.20667 1.69957
C -2.60840 2.74499 -0.31540
C -1.53226 2.54807 -1.33699
O -1.15048 3.79442 -1.85166
H -3.64644 2.37171 2.19314
H -4.46947 3.69987 1.25171
H -3.40844 4.07429 2.69998
H -1.36715 5.26937 0.08253
H -2.28724 5.54874 1.60999
H -3.18719 5.30335 0.09295
H -0.30430 3.34317 0.99976
H -1.15970 2.12972 1.86484
H -0.92930 3.80104 2.59122
H -3.48063 3.07168 -0.88159
H -2.77652 1.74113 0.07461
H -1.93876 1.85292 -2.07159
H -0.60299 2.06708 -1.03170
H -0.70453 3.59323 -2.67764
O -2.47008 -1.42501 -0.53854
C -2.30344 -0.11009 -0.52275
O -3.26737 0.49086 -1.01527
O -1.33736 0.34992 0.05409
H -3.19567 -1.11874 -1.08747

Atoms 1-6, force components in eV/Å:
0.20 -0.73 0.52
-0.44 -0.49 0.54
-0.10 0.47 -0.02
0.78 0.66 1.82
-0.30 0.89 -1.57
0.73 0.21 -0.66

These are the Mulliken partial charges, in e, on atoms 1 to 6: atom 1 (C): -1.855, atom 2 (C): 2.251, atom 3 (C): -1.466, atom 4 (N): 0.186, atom 5 (C): -0.521, atom 6 (C): -0.729



DFT (ωB97M-V/def2-TZVPD) results for a cluster of 3 separate species, C24H55N4O10P2 in total in a non-equilibrium geometry.

Molar mass, g/mol: 621.7
F_max, eV/Å: 9.76
Total charge: +1
Calculated total energy, a.u.: -2600.9422
Orbital gap, Ha: 0.2646

Geometry (Å):
C 0.66038 -5.31551 0.76806
C 1.39100 -3.95701 1.35421
N 1.79819 -3.04041 0.22167
C 3.21495 -2.52740 0.35655
C 3.44982 -1.85123 -1.15511
C 3.78183 -2.96636 -2.31667
O 5.03574 -3.26834 -2.74317
O 2.63677 -3.65327 -2.95750
C 4.47275 -3.58701 0.41623
N 5.51861 -2.92983 1.01787
C 6.94268 -3.33568 1.32695
C 7.34381 -4.86154 0.87149
N 7.39331 -5.71519 2.12664
C 5.16079 -1.49625 1.46242
C 3.54617 -1.24673 1.32470
C 2.63501 -0.95385 2.65583
N 2.27090 0.54460 2.59496
C 0.82027 0.67915 2.08715
H 0.31687 -5.14268 -0.35347
H -0.34546 -5.56578 1.35990
H 1.37319 -6.24227 0.81968
H 0.54237 -3.37609 1.96009
H 2.24152 -4.17126 2.14180
H 1.10014 -2.27508 0.08115
H 4.29605 -1.04105 -1.16579
H 2.39529 -1.37146 -1.44064
H 2.24899 -2.97449 -3.61464
H 4.55911 -4.70044 -0.00419
H 7.26049 -3.14906 2.46153
H 7.65115 -2.60939 0.69845
H 6.68635 -5.30035 0.00678
H 8.46510 -4.82236 0.46417
H 8.21487 -5.32840 2.67843
H 7.64132 -6.68965 1.77994
H 5.35218 -1.57393 2.63106
H 5.88450 -0.62580 1.12077
H 3.49258 -0.24325 0.70433
H 1.61247 -1.52125 2.69678
H 3.26865 -1.06864 3.65517
H 2.34077 0.96168 3.54920
H 0.06789 0.03773 2.73025
H 0.48912 1.82232 2.17892
H 0.78382 0.31692 0.96006
O -0.01434 1.09962 -2.44579
P -1.17210 1.79015 -3.20756
O -1.10080 0.73451 -4.47611
C -1.52754 -0.60055 -4.25477
C -2.98367 -0.67215 -3.83476
O -0.18096 2.99236 -3.79122
C 0.73794 3.60376 -2.89384
C 2.14097 3.08911 -3.16578
O -2.46565 2.56167 -4.05868
C -2.34053 3.12971 -5.36123
C -2.58335 2.13532 -6.48285
H -0.88356 -1.07929 -3.51065
H -1.39550 -1.14116 -5.19755
H -3.13093 -0.21079 -2.85329
H -3.31754 -1.71246 -3.77724
H -3.62356 -0.13710 -4.54115
H 0.44456 3.43225 -1.85420
H 0.70556 4.68775 -3.06349
H 2.17032 1.99940 -3.26155
H 2.82701 3.38745 -2.36718
H 2.51650 3.49096 -4.11091
H -1.39430 3.65302 -5.51213
H -3.11942 3.89774 -5.42140
H -1.70891 1.50036 -6.65076
H -2.77439 2.66216 -7.42519
H -3.43385 1.48404 -6.26560
O -2.88154 2.07392 3.02412
P -4.14146 2.89668 3.38908
O -5.17998 1.69010 2.94825
C -5.23085 0.52724 3.75985
C -5.65888 0.84139 5.18109
O -4.09402 3.75575 1.96498
C -2.83972 4.26139 1.52392
C -2.31899 3.41341 0.37627
O -5.54915 3.81593 3.79685
C -6.57719 4.15971 2.86952
C -7.66004 3.10254 2.74447
H -4.26036 0.02166 3.74812
H -5.95868 -0.15177 3.30407
H -4.90709 1.45257 5.69009
H -5.79622 -0.08000 5.75486
H -6.59500 1.40552 5.19436
H -2.12131 4.30242 2.34767
H -2.99336 5.29184 1.17831
H -2.39091 2.34218 0.58791
H -1.27504 3.65573 0.15521
H -2.91209 3.58907 -0.52547
H -6.19308 4.43223 1.88455
H -7.04132 5.06735 3.27066
H -7.33615 2.27100 2.11228
H -8.55423 3.52619 2.27224
H -7.93758 2.69403 3.71957

Atoms 1-6, force components in eV/Å:
-0.45 -0.10 -0.08
-2.33 0.06 0.85
2.02 -0.70 1.88
-0.42 1.36 -2.89
-0.45 -0.29 -1.20
4.75 -1.58 -2.99

These are the Mulliken partial charges, in e, on atoms 1 to 6: atom 1 (C): -1.013, atom 2 (C): -0.130, atom 3 (N): -0.016, atom 4 (C): 0.186, atom 5 (C): -0.299, atom 6 (C): 0.156



DFT (ωB97M-V/def2-TZVPD) results for a structure of composition C24H56BF3N3O8PSi2 in a non-equilibrium geometry.

Molar mass, g/mol: 669.7
F_max, eV/Å: 6.14
Energy relative to the best compared isomer or geometry (same formula, charge and spin), kJ/mol: 336.1
Total charge: 0
Calculated total energy, a.u.: -2959.1021
Orbital gap, Ha: 0.2705

Geometry (Å):
C -4.05742 2.68957 1.57672
C -4.46005 1.44870 1.00490
Si -3.76959 0.95654 -0.70997
C -3.64120 2.65665 -1.67010
O -2.22099 3.02168 -1.76565
C -1.72277 2.79455 -3.09717
C -2.25356 3.85103 -4.18868
O -2.17310 0.32356 -0.73546
Si -1.82569 -1.02900 0.21124
C -0.63962 -0.63925 1.69299
C -0.70244 0.88525 2.17920
N -0.78628 0.85074 3.68219
C -1.63574 1.95328 4.22461
C -3.07610 1.29517 4.55433
C 0.56197 0.91190 4.27356
C 1.39155 2.26323 4.38996
O 1.05654 -0.13518 4.72560
C -0.76904 -2.22548 -0.91784
F 0.02206 -3.11407 -0.17305
F 0.10517 -1.39256 -1.65464
F -1.58416 -2.88817 -1.87328
P -3.45496 -2.24621 1.01805
O -4.28488 -1.58311 2.13867
O -4.45648 -2.99617 -0.15878
O -2.69629 -3.58504 1.79352
B -5.07274 -0.06585 -1.79833
O -6.44431 0.03478 -1.38774
O -4.64368 -0.87371 -2.91872
H -4.71637 3.27990 2.27763
H -3.04918 3.08671 1.25250
H -5.21514 0.86158 1.61186
H -4.14991 2.59877 -2.68501
H -4.11902 3.50822 -1.07453
H -0.58792 2.93550 -3.04701
H -1.93817 1.73666 -3.46472
H -3.23930 4.32132 -3.85691
H -1.46707 4.64750 -4.40030
H -2.44547 3.27217 -5.15017
H 0.42903 -0.95423 1.41446
H -0.95075 -1.29277 2.56737
H -1.59660 1.37417 1.68926
H 0.26283 1.43224 1.89270
H -1.73251 2.83035 3.50282
H -1.19755 2.27560 5.22918
H -3.05280 0.71404 5.52503
H -3.37463 0.62294 3.68335
H -3.85480 2.13917 4.57919
H 1.61103 2.43507 5.49968
H 0.83657 3.13490 3.91685
H 2.38380 2.10087 3.85366
H -5.32372 -2.55498 0.01116
H -1.72241 -3.46858 1.77750
H -6.48567 -0.30428 -0.46462
H -4.14755 -0.29002 -3.52872
C 0.89870 -5.79316 -7.40110
C 0.27834 -5.49104 -6.04274
N -1.05354 -4.90180 -6.12233
C -1.52020 -4.35640 -4.85055
C -1.74532 -5.33359 -3.69758
C -2.04357 -5.65649 -6.88198
C -2.34333 -7.08760 -6.43497
H 0.91880 -4.90173 -8.03226
H 1.92800 -6.13435 -7.26919
H 0.35928 -6.58307 -7.92904
H 0.94342 -4.77967 -5.53985
H 0.28467 -6.40589 -5.43649
H -2.44333 -3.79115 -5.01878
H -0.79149 -3.60728 -4.51945
H -2.65483 -5.91850 -3.83581
H -1.86648 -4.77788 -2.76729
H -0.90491 -6.01693 -3.55864
H -1.72139 -5.68877 -7.92728
H -2.98269 -5.09371 -6.90927
H -1.43860 -7.65634 -6.21008
H -2.86649 -7.61935 -7.23621
H -2.99578 -7.11266 -5.56295
C 4.99479 4.22153 6.00852
C 5.94757 3.25900 5.31129
N 5.95554 3.38918 3.85804
C 6.64143 2.29046 3.18417
C 8.14118 2.13073 3.43176
C 6.24040 4.72096 3.33552
C 7.56617 5.37152 3.73123
H 3.97971 4.12432 5.61594
H 4.96346 4.00096 7.07784
H 5.31325 5.26096 5.90026
H 5.62015 2.24492 5.56770
H 6.95145 3.37947 5.73783
H 6.46816 2.36634 2.10530
H 6.14981 1.35652 3.48022
H 8.72099 2.88412 2.89859
H 8.47121 1.15591 3.06009
H 8.39641 2.17546 4.49223
H 5.43032 5.38964 3.64216
H 6.17159 4.70184 2.24268
H 7.78704 5.26301 4.79517
H 7.52490 6.44462 3.51932
H 8.40228 4.97028 3.15963

Atoms 1-6, force components in eV/Å:
-0.61 -2.58 -1.67
0.81 2.37 2.27
0.71 1.60 0.33
0.34 0.77 0.39
-0.89 -0.44 -1.42
0.89 0.68 -0.76

These are the Mulliken partial charges, in e, on atoms 1 to 6: atom 1 (C): -0.943, atom 2 (C): 0.394, atom 3 (Si): 0.065, atom 4 (C): -0.842, atom 5 (O): -0.325, atom 6 (C): -0.109